Run 1
Here is 2 unconnected molecules or ions with the total composition CH4N3O3 from the OMol25 dataset. Energies are from ωB97M-V/def2-TZVPD.

For the molar mass, the calculation gives 106.06 u. The charge is +1. The value obtained for the orbital gap is 7.09 eV. The HOMO energy comes out at -14.14 eV.

Bonds (Å) are listed after each position.
CARTESIAN COORDINATES (ANGSTROEM)
1 C -0.199 0.531 0.162  N2 1.393, N3 1.349, O7 1.225
2 N 0.734 1.372 -0.442  C1 1.393, H8 0.999, H9 0.990
3 N -1.118 1.063 0.993  C1 1.349, H10 1.032, H11 1.053
4 N 0.467 -2.672 -0.606  O5 1.123, O6 1.122
5 O 1.514 -2.627 -0.203  N4 1.123
6 O -0.414 -2.995 -1.222  N4 1.122
7 O -0.248 -0.685 0.026  C1 1.225
8 H 1.016 2.258 -0.076  N2 0.999
9 H 1.170 1.245 -1.322  N2 0.990
10 H -1.028 2.042 1.308  N3 1.032
11 H -1.895 0.467 1.381  N3 1.053



Run 2
Here is 2 unconnected molecules or ions with the total composition CH4N3O3 from the OMol25 dataset. Energies are from ωB97M-V/def2-TZVPD.

For the molar mass, the calculation gives 106.06 u. The charge is +1. The value obtained for the orbital gap is 5.53 eV. The HOMO energy comes out at -13.23 eV.

Bonds (Å) are listed after each position.
CARTESIAN COORDINATES (ANGSTROEM)
1 C 0.609 0.129 0.029  N2 1.377, N3 1.377, O7 1.200
2 N 0.051 -0.564 -1.022  C1 1.377, H8 1.014, H9 1.004
3 N -0.113 0.338 1.182  C1 1.377, H10 0.959, H11 1.009
4 N 4.368 2.428 1.175  O5 1.122, O6 1.096
5 O 4.096 3.255 1.883  N4 1.122
6 O 4.799 1.627 0.563  N4 1.096
7 O 1.744 0.515 -0.031  C1 1.200
8 H -0.771 -1.158 -1.027  N2 1.014
9 H 0.603 -0.726 -1.845  N2 1.004
10 H -1.069 0.385 1.115  N3 0.959
11 H 0.529 0.697 1.873  N3 1.009



run 1 has the most favorable energy; the next structure is 13.6 kcal/mol above.



Run 1
Here is 9 unconnected molecules or ions with the total composition H20NO8 from the OMol25 dataset. Energies are from ωB97M-V/def2-TZVPD.

For the molar mass, the calculation gives 162.16 u. The charge is +1. The value obtained for the orbital gap is 11.35 eV. The HOMO energy comes out at -14.11 eV.

Bonds (Å) are listed after each position.
CARTESIAN COORDINATES (ANGSTROEM)
1 N -0.039 -0.538 -0.077  H2 1.014, H3 1.075, H4 0.978, H5 0.943
2 H -0.593 -0.062 0.626  N1 1.014
3 H -0.577 -1.412 -0.398  N1 1.075
4 H 0.758 -0.877 0.378  N1 0.978
5 H 0.137 0.071 -0.775  N1 0.943
6 O 1.802 1.189 -2.824  H7 0.899, H8 0.868
7 H 2.596 1.393 -3.194  O6 0.899
8 H 1.406 0.537 -3.238  O6 0.868
9 O -2.994 -0.562 0.043  H10 0.994, H11 0.887
10 H -3.444 -0.036 0.756  O9 0.994
11 H -3.615 -1.141 -0.212  O9 0.887
12 O 1.191 -2.459 -2.183  H13 1.067, H14 1.061
13 H 1.547 -2.196 -3.154  O12 1.067
14 H 0.557 -3.309 -2.224  O12 1.061
15 O -1.595 1.082 3.459  H16 0.855, H17 0.973
16 H -1.848 1.493 4.165  O15 0.855
17 H -1.050 1.720 2.967  O15 0.973
18 O -0.412 2.539 -0.058  H19 1.031, H20 0.881
19 H -0.549 2.980 -0.980  O18 1.031
20 H -0.184 2.981 0.669  O18 0.881
21 O -1.693 -0.158 -3.030  H22 0.949, H23 0.934
22 H -2.470 -0.695 -2.935  O21 0.949
23 H -2.005 0.661 -3.352  O21 0.934
24 O 1.704 -2.261 2.833  H25 0.887, H26 1.054
25 H 1.364 -1.994 3.608  O24 0.887
26 H 2.735 -2.355 3.029  O24 1.054
27 O 2.107 0.973 2.166  H28 0.926, H29 1.014
28 H 2.913 0.919 2.618  O27 0.926
29 H 2.251 1.503 1.314  O27 1.014



Run 2
Here is 9 unconnected molecules or ions with the total composition H20NO8 from the OMol25 dataset. Energies are from ωB97M-V/def2-TZVPD.

For the molar mass, the calculation gives 162.16 u. The charge is +1. The value obtained for the orbital gap is 10.72 eV. The HOMO energy comes out at -14.06 eV.

Bonds (Å) are listed after each position.
CARTESIAN COORDINATES (ANGSTROEM)
1 N -0.209 0.189 -0.124  H2 1.123, H3 1.006, H4 0.929, H5 1.049
2 H -1.203 0.685 0.039  N1 1.123
3 H 0.158 0.586 -0.972  N1 1.006
4 H -0.300 -0.733 -0.192  N1 0.929
5 H 0.387 0.509 0.678  N1 1.049
6 O 1.064 3.203 0.240  H7 0.916, H8 0.962
7 H 1.932 3.304 -0.034  O6 0.916
8 H 0.609 3.788 -0.374  O6 0.962
9 O 2.977 0.408 2.027  H10 1.041, H11 0.945
10 H 3.221 -0.520 2.431  O9 1.041
11 H 3.779 0.904 2.089  O9 0.945
12 O -2.037 -1.108 1.845  H13 1.083, H14 1.104
13 H -2.163 -2.160 2.069  O12 1.083
14 H -3.089 -0.774 1.814  O12 1.104
15 O 2.739 -0.006 -0.795  H16 0.977, H17 0.931
16 H 2.931 -0.964 -0.802  O15 0.977
17 H 3.248 0.315 -0.084  O15 0.931
18 O -2.043 0.919 -2.616  H19 0.940, H20 0.942
19 H -2.727 0.280 -2.705  O18 0.940
20 H -1.562 0.706 -3.397  O18 0.942
21 O -0.659 1.390 2.811  H22 0.961, H23 0.923
22 H -0.202 2.005 3.391  O21 0.961
23 H -0.955 0.625 3.234  O21 0.923
24 O -1.212 -2.801 -0.912  H25 0.945, H26 1.086
25 H -1.331 -3.531 -0.324  O24 0.945
26 H -2.285 -2.658 -0.993  O24 1.086
27 O 0.060 -1.515 -2.863  H28 1.025, H29 1.001
28 H -0.438 -1.825 -2.022  O27 1.025
29 H -0.702 -1.228 -3.446  O27 1.001



run 2 has the most favorable energy; the next structure is 18.0 kcal/mol above.